Entry 1:
5 unconnected molecules or ions with the total composition C29H49F12O9S, computed with the ωB97M-V functional and the def2-TZVPD basis.

Structure (XYZ):
```
100
C29H49F12O9S, DFT the ωB97M-V functional and the def2-TZVPD basis
S -4.107 2.201 -1.550
F 2.684 2.037 9.104
F 3.786 -4.314 1.479
F 0.298 -2.445 -1.860
F -0.595 -11.024 -0.144
F -1.982 -9.425 0.169
F -0.772 -9.473 -1.607
F 0.827 1.035 8.693
F -1.362 -1.091 -2.043
F 2.346 -2.815 1.974
F -0.106 -1.506 -3.734
F 3.737 -3.487 3.459
F 2.069 0.374 10.309
O 3.572 -0.970 8.463
O 4.195 -0.915 2.186
O -2.026 -3.419 -4.152
O 1.011 -9.351 1.303
O 5.614 -2.300 1.144
O -1.874 -3.948 -1.979
O 0.323 -7.651 0.018
O 1.473 1.952 -1.468
O 2.552 0.209 6.855
C 2.831 -0.104 8.121
C 1.260 -6.774 0.666
C 3.616 -3.186 2.159
C -1.818 5.977 -0.549
C -5.641 2.878 -2.317
C 0.168 4.269 -2.698
C -2.765 -5.064 -2.167
C 2.637 -6.906 0.049
C 0.312 -8.916 0.445
C 4.824 0.720 0.499
C -4.229 6.342 -1.615
C 1.041 3.230 -3.464
C 0.837 1.846 -2.733
C 2.094 0.838 9.067
C -2.009 -6.273 -2.676
C -0.761 -9.718 -0.291
C 2.483 -1.879 5.610
C -1.598 -3.222 -3.058
C 5.067 0.193 1.899
C -1.085 6.462 -3.028
C 4.606 -2.103 1.744
C -5.512 5.426 -1.709
C 0.588 1.759 -0.375
C -5.355 4.339 -2.832
C 3.221 -0.580 5.857
C -3.380 5.810 -0.416
C 0.307 5.748 -3.198
C -0.681 -2.065 -2.677
C -1.338 7.026 -1.597
H -0.891 3.937 -2.768
H 1.140 6.302 -2.736
H -2.668 -7.139 -2.736
H -0.463 2.030 -0.587
H -3.072 2.288 -2.458
H 2.950 -2.435 4.794
H 0.704 0.736 0.041
H 4.833 0.964 2.632
H -1.067 7.336 -3.715
H -1.458 6.334 0.440
H 0.445 4.254 -1.624
H -0.271 1.719 -2.656
H -2.028 7.896 -1.593
H -4.308 4.311 -3.214
H 3.772 0.976 0.362
H -5.982 4.550 -3.719
H 2.104 3.488 -3.312
H -1.589 -6.088 -3.666
H -3.733 6.275 -2.597
H 6.110 -0.089 2.047
H 0.930 2.447 0.431
H 0.496 5.719 -4.294
H -3.193 -5.280 -1.188
H -0.373 7.436 -1.228
H 3.227 0.022 4.948
H -3.705 6.308 0.516
H 1.283 -6.957 1.741
H -1.176 -6.510 -2.012
H -1.383 4.971 -0.681
H -5.717 4.924 -0.741
H 5.073 -0.031 -0.252
H -6.378 6.049 -2.011
H 0.730 3.177 -4.521
H 3.042 -7.907 0.206
H 3.323 -6.183 0.485
H 1.201 0.994 -3.336
H 4.260 -0.755 6.137
H -6.489 2.906 -1.609
H 0.883 -5.762 0.517
H -4.550 7.379 -1.422
H 2.592 -6.744 -1.029
H -4.329 0.857 -1.350
H -1.852 5.749 -3.383
H -5.904 2.221 -3.168
H 5.429 1.607 0.314
H 1.440 -1.684 5.354
H -3.590 -4.797 -2.828
H 2.483 -2.506 6.503
H -3.568 4.724 -0.259
```

Calculated values
* gap between HOMO and LUMO: 0.30544 hartree
* molecular weight: 801.75 g mol⁻¹
* net charge: +1
* HOMO energy: -12.2 eV
* maximum force: 0.040 hartree/bohr
* relative energy (zero: lowest compared OMol25 entry of this formula, charge and spin): 131.85 kJ/mol

Entry 2:
4 unconnected molecules or ions with the total composition C29H49F7N4O16S, computed with the ωB97M-V functional and the def2-TZVPD basis.

Structure (XYZ):
```
106
C29H49F7N4O16S, DFT the ωB97M-V functional and the def2-TZVPD basis
S 0.589 3.184 3.680
F 1.934 3.519 2.964
F 3.360 0.765 4.364
F 1.976 -0.873 4.244
F -1.722 3.986 -0.543
F -2.717 3.405 1.280
F 3.886 -0.997 3.280
F -2.030 5.398 1.030
O -4.717 -4.708 -2.532
O 1.684 -0.795 8.506
O -0.369 0.094 8.843
O 0.053 4.390 4.197
O 0.811 2.035 4.489
O -6.733 -5.572 -3.065
O 4.102 -0.491 -9.378
O 0.125 6.471 -0.697
O 3.180 4.782 -3.086
O 0.999 4.176 -2.884
O -5.920 -5.555 -0.954
O 3.585 -0.001 -3.144
O 1.248 6.371 1.263
O 2.165 -1.577 -9.780
O 0.553 -1.428 10.230
O 2.929 -1.554 -7.763
N 1.222 4.497 -0.078
N 0.903 2.171 0.394
N -0.471 3.766 1.344
N -1.074 0.884 0.666
C 1.860 0.036 7.342
C -2.277 -1.278 1.056
C 3.210 1.190 -2.461
C 0.052 1.449 1.368
C 2.206 1.462 7.705
C 3.160 -1.140 -9.007
C 2.256 -1.166 -11.148
C 0.781 6.056 0.217
C 2.397 4.398 -0.910
C 0.785 0.299 2.090
C 3.715 0.316 -6.384
C -3.115 -1.495 -0.204
C -5.877 -5.312 -2.262
C 2.868 -0.165 3.547
C 2.615 0.957 -1.066
C -4.510 -4.449 -3.925
C 2.303 0.425 2.261
C 2.073 4.444 -2.397
C 1.182 1.502 -0.890
C -7.068 -7.716 -0.819
C 3.892 -1.130 -6.782
C -2.351 -1.195 -1.500
C 0.604 3.513 0.447
C 0.538 -0.633 9.157
C -0.605 -1.322 11.060
C -7.098 -6.239 -0.492
C -2.105 0.185 1.448
C -1.733 4.160 0.773
C -0.412 2.648 2.268
H 2.947 -0.695 -2.951
H -3.603 -3.855 -3.993
H -1.512 -1.491 10.483
H 1.448 -1.678 -11.662
H -3.058 0.690 1.261
H 3.091 1.486 8.343
H -7.936 -8.208 -0.381
H -1.477 1.543 0.014
H 4.405 0.562 -5.580
H -7.093 -6.084 0.585
H -6.166 -8.176 -0.415
H -2.361 -0.113 -1.667
H 2.665 1.446 2.186
H -7.086 -7.879 -1.895
H -0.649 -0.340 11.529
H -2.812 -1.645 -2.378
H 0.968 -0.016 6.720
H 2.409 2.030 6.798
H 3.007 5.273 -0.672
H 4.145 1.743 -2.358
H 3.002 3.522 -0.676
H 0.471 0.685 -0.978
H -3.473 -2.526 -0.230
H 2.127 -0.088 -11.230
H -4.379 -5.384 -4.466
H 2.634 -0.114 -0.847
H 4.897 -1.325 -7.155
H 2.518 1.761 -3.087
H 3.714 -1.784 -5.930
H -5.342 -3.892 -4.348
H -1.337 2.474 2.814
H -2.773 -1.794 1.882
H 3.245 1.422 -0.306
H -7.982 -5.753 -0.904
H 0.955 2.202 -1.694
H 0.301 0.132 3.050
H 3.214 -1.453 -11.574
H 3.902 0.981 -7.227
H -1.299 -1.479 -1.433
H 0.583 -0.590 1.492
H -0.495 -2.091 11.819
H 2.940 4.789 -4.027
H 2.790 -0.130 1.460
H -1.298 -1.744 0.919
H 2.698 0.491 -6.032
H -3.998 -0.850 -0.177
H -1.914 0.286 2.519
H 1.386 1.942 8.237
H 2.680 -0.430 6.801
```

Calculated values
* gap between HOMO and LUMO: 0.35916 hartree
* molecular weight: 874.78 g mol⁻¹
* net charge: 0
* HOMO energy: -9.8 eV
* maximum force: 0.030 hartree/bohr